# 1
C4H3N3S | ωB97M-V/def2-TZVPD

Each line ends with the Mulliken charge.
Atoms and positions in Å:
1 S -2.2054 -0.4789 0.1434  -0.220
2 N 1.5229 0.9200 0.0679  -0.328
3 N -0.2775 2.2103 -0.2175  -0.576
4 N 0.3289 -1.3946 -0.3204  -0.410
5 C -0.6152 -0.2833 0.0186  0.211
6 C 2.2293 -0.0349 0.3828  -0.232
7 C 0.2092 1.0015 -0.1279  0.541
8 C 1.5779 -1.3916 -0.0847  0.052
9 H -1.3956 2.1819 -0.0826  0.275
10 H 2.0070 -2.4528 -0.5047  0.316
11 H 3.2474 0.0326 0.4497  0.372

Output
Net charge: 0
Calculated total energy in eV: -19498.1876
Gap between HOMO and LUMO in hartree: 0.25936
LUMO in eV: -2.0
Energy above the lowest of the compared OMol25 structures with the same formula, charge and spin in eV: 3.354
Structure (SMILES): [H]/N=C1/N=CC=NC1=S

=====

# 2
C4H3N5O2 | ωB97M-V/def2-TZVPD

Each line ends with the Mulliken charge.
Atoms and positions in Å:
1 O 3.8306 -1.1542 0.4602  -0.522
2 O 4.0883 0.9890 -0.0631  -0.512
3 N 3.4265 -0.0466 0.1433  0.892
4 N -2.1009 -1.6243 -0.2350  0.170
5 N 0.0213 1.1041 -0.0732  -0.008
6 N -3.0323 -0.5715 0.0575  -0.620
7 N 1.2643 0.8505 0.0882  -0.161
8 C -0.8407 -1.2895 -0.1430  -0.562
9 C -2.3076 0.4563 0.1974  -0.558
10 C -0.9441 0.1057 0.0060  0.795
11 C 2.2023 0.1882 -0.2702  0.101
12 H -0.1160 2.1023 -0.2248  0.319
13 H -2.8197 1.3243 0.4730  0.450
14 H -2.6720 -2.4344 -0.4163  0.217

Output
Net charge: 0
Calculated total energy in eV: -15731.3186
Gap between HOMO and LUMO (spin up / spin down) in hartree: 0.26142 / 0.24388
LUMO (spin up / spin down) in eV: -1.9 / -2.2
Energy above the lowest of the compared OMol25 structures with the same formula, charge and spin in eV: 5.070

=====

# 3
C4H3NO | ωB97M-V/def2-TZVPD

Each line ends with the Mulliken charge.
Atoms and positions in Å:
1 O -3.4577 0.6505 -0.0842  -0.157
2 N -2.1850 1.3320 0.0203  -0.330
3 C -3.0029 -1.8542 0.1369  -0.648
4 C 0.0333 0.2025 0.0038  -0.993
5 C -2.7395 -0.5583 -0.0297  0.660
6 C -1.4461 0.2520 -0.0468  0.576
7 H 0.4488 -0.4571 0.7465  0.311
8 H 0.3759 1.2169 -0.0013  0.316
9 H 0.4213 -0.3822 -0.9054  0.266

Output
Net charge: 0
Calculated total energy in eV: -7725.1901
Gap between HOMO and LUMO (spin up / spin down) in hartree: 0.33550 / 0.26029
2S+1: 3
LUMO (spin up / spin down) in eV: 0.0 / -3.3
Energy above the lowest of the compared OMol25 structures with the same formula, charge and spin in eV: 4.296

=====

# 4
C4H3NO2 | ωB97M-V/def2-TZVPD

Each line ends with the Mulliken charge.
Atoms and positions in Å:
1 O 2.4271 0.9027 0.4096  -0.422
2 O -0.2309 0.7365 1.2555  -0.489
3 N -0.1820 -1.0910 -0.5264  -0.241
4 C 0.8194 -0.8544 0.1846  0.175
5 C 1.8818 0.0714 -0.2664  0.149
6 C -1.2953 0.5639 0.6570  0.251
7 C -1.3113 -0.4595 -0.3516  -0.516
8 H 2.1532 -0.3347 -1.2586  0.287
9 H -2.1445 1.2372 0.8493  0.376
10 H -2.1176 -0.7720 -0.9529  0.430

Output
Net charge: 0
Calculated total energy in eV: -9777.8517
Gap between HOMO and LUMO in hartree: 0.30356
LUMO in eV: -0.8
Energy above the lowest of the compared OMol25 structures with the same formula, charge and spin in eV: 3.835